{"formula": "C2H5N3S", "method": "wB97M-V/def2-TZVPD", "elements": ["H", "C", "N", "H", "N", "H", "H", "H", "C", "S", "N"], "xyz": [[-0.2119, 1.5020, -1.8948], [0.1844, -1.1986, -0.1718], [0.4181, -0.4068, 0.9339], [0.7536, -0.9104, 1.7663], [0.4986, 2.0179, 1.1587], [0.7050, -2.1552, -0.1075], [0.1558, 3.0017, 1.2111], [-0.7542, -1.9835, -1.5673], [0.3264, 0.8692, 1.1680], [-1.4028, 0.3512, -1.3877], [-0.6731, -1.0875, -1.1089]], "spin_multiplicity": 1, "charge": 2, "homo_ev": -19.50, "homo_lumo_gap_ev": 8.629}